{
  "formula": "C5H8O2",
  "method": "the ωB97M-V functional and the def2-TZVPD basis",
  "species": ["O", "C", "C", "C", "O", "C", "C", "H", "H", "H", "H", "H", "H", "H", "H"],
  "xyz": [[2.2547, 0.1219, -0.4451], [1.2422, 0.3327, 0.4886], [0.0991, 1.2719, 0.0283], [-0.8633, 0.0897, -0.2131], [-2.1043, 0.0478, 0.4148], [0.1366, -1.6060, -0.6500], [0.2236, -0.8333, 0.5460], [1.8918, -0.5507, -1.0583], [1.6967, 0.6114, 1.4424], [-0.2899, 1.8920, 0.8406], [0.3204, 1.8878, -0.8478], [-2.7758, 0.3210, -0.2221], [-0.7294, -2.2828, -0.5514], [-0.9356, -0.1513, -1.2881], [-0.1668, -1.1522, 1.5152]],
  "atomic_forces_ev_per_a": [[-0.03, -0.11, -0.17], [-0.08, 0.11, 0.31], [0.01, 0.13, 0.00], [0.05, 0.10, -0.25], [-0.17, 0.10, -0.08], [-0.10, -0.08, 0.28], [0.14, -0.22, -0.07], [0.11, 0.06, 0.03], [-0.07, -0.07, -0.13], [0.06, -0.10, -0.08], [-0.03, -0.09, 0.14], [0.03, -0.09, 0.14], [0.14, 0.04, 0.00], [-0.07, 0.12, 0.03], [0.02, 0.10, -0.15]],
  "orbital_gap_ev": 9.4,
  "charge": 0,
  "total_energy_ha": -345.6278,
  "lumo_ha": 0.0188,
  "relative_energy_kj_mol": 465.2
}